Entry a
Here is one molecule with the formula C10H9NO2 from the Open Molecules 2025 dataset. Energies are from the ωB97M-V functional and the def2-TZVPD basis.

Positions of all 22 atoms, in Å:
C -2.263 -1.870 1.703
C -1.283 -1.209 0.741
C -0.375 -0.136 1.425
N -0.471 -0.142 2.736
O -0.328 0.863 3.427
C 0.335 0.679 0.446
C 0.934 1.844 0.978
C 1.594 2.687 0.086
C 1.824 2.264 -1.230
C 1.185 1.123 -1.682
C 0.378 0.332 -0.852
C -0.357 -0.837 -1.455
O -1.313 -1.474 -0.535
H -2.712 -2.772 1.250
H -3.209 -1.239 1.898
H -1.673 -2.163 2.557
H 0.797 2.178 1.956
H 1.946 3.630 0.367
H 2.465 2.727 -1.936
H 1.497 0.786 -2.743
H -0.927 -0.457 -2.409
H 0.404 -1.580 -1.713

Its SMILES is CC1=C(N=O)c2ccccc2CO1. The value obtained for the LUMO energy (alpha / beta) is -0.004 / -0.004 hartree. The value obtained for the orbital gap (alpha / beta) is 7.57 / 7.57 eV. The calculation puts the highest occupied orbital energy (alpha / beta) at -7.7 / -7.7 eV.

=====

Entry b
Here is a 2-piece molecular cluster, C10H9NO2 overall from the Open Molecules 2025 dataset. Energies are from the ωB97M-V functional and the def2-TZVPD basis.

Positions of all 22 atoms, in Å:
O -3.811 -1.076 0.876
C -2.698 -1.273 0.542
C -1.461 -1.311 0.183
C -0.536 -0.417 0.856
C -0.867 0.923 1.029
C 0.085 1.893 1.418
C 1.379 1.457 1.844
C 1.615 0.076 1.681
C 0.727 -0.879 1.175
H -1.149 -2.236 -0.434
H -1.953 1.231 1.011
H -0.232 2.952 1.259
H 2.134 2.097 2.154
H 2.405 -0.522 2.071
H 1.135 -1.794 0.805
C 1.379 -0.034 -2.451
N 0.081 0.056 -1.889
C -1.029 -0.414 -1.947
O -2.108 -0.628 -2.391
H 1.656 0.973 -2.738
H 2.086 -0.444 -1.817
H 1.159 -0.633 -3.238

Its SMILES is O=C=Cc1ccccc1.CN=C=O. The value obtained for the LUMO energy is 0.018 hartree. The value obtained for the orbital gap is 8.86 eV. The calculation puts the highest occupied orbital energy at -8.4 eV.

=====

Order of stability, best first: entry b, entry a

=====

Entry a
Here is a 14-piece molecular cluster, C14H56N28O14 overall from the Open Molecules 2025 dataset. Energies are from the ωB97M-V functional and the def2-TZVPD basis.

Positions of all 112 atoms, in Å:
C 2.418 1.352 3.337
O 1.320 1.355 3.792
N 3.291 0.401 3.511
N 2.970 2.357 2.600
H 3.010 -0.499 3.874
H 4.153 0.445 2.987
H 2.511 3.240 2.429
H 3.934 2.307 2.302
C 4.834 -0.513 -1.735
O 4.223 0.524 -2.106
N 4.756 -1.610 -2.430
N 5.826 -0.607 -0.864
H 5.253 -2.387 -2.019
H 4.109 -1.678 -3.202
H 6.065 0.080 -0.164
H 6.267 -1.502 -0.703
C -3.650 -1.567 2.517
O -2.577 -1.280 2.102
N -3.902 -1.650 3.787
N -4.605 -2.222 1.900
H -3.336 -1.167 4.469
H -4.773 -2.008 4.152
H -5.474 -2.019 2.374
H -4.534 -2.534 0.942
C -3.261 -0.025 -4.480
O -3.624 0.964 -5.052
N -2.320 -0.121 -3.549
N -3.662 -1.176 -4.832
H -1.838 0.718 -3.259
H -2.130 -0.994 -3.078
H -4.094 -1.368 -5.724
H -3.433 -1.908 -4.176
C 2.131 3.102 -3.017
O 1.399 4.037 -3.296
N 3.457 3.216 -2.997
N 1.729 1.968 -2.788
H 4.042 2.405 -2.850
H 3.835 4.016 -3.484
H 0.911 1.845 -2.208
H 2.132 1.221 -3.337
C -4.249 1.981 1.615
O -3.690 2.495 2.565
N -3.681 1.591 0.490
N -5.533 1.818 1.569
H -2.774 1.735 0.068
H -4.406 1.136 -0.045
H -5.917 1.487 0.696
H -5.983 1.804 2.473
C 0.701 0.623 -5.565
O 1.243 0.156 -6.551
N 0.220 1.842 -5.566
N 0.417 -0.044 -4.508
H -0.415 2.297 -4.926
H 0.538 2.407 -6.340
H 0.614 -1.032 -4.431
H -0.124 0.444 -3.809
C -0.512 3.993 2.892
O 0.613 4.504 3.148
N -0.953 2.816 3.136
N -1.386 4.682 2.203
H -1.915 2.527 3.031
H -0.245 2.185 3.482
H -2.231 4.269 1.835
H -1.165 5.657 2.062
C -5.126 -1.647 -1.243
O -5.965 -0.921 -0.704
N -5.338 -2.454 -2.251
N -3.873 -1.781 -0.875
H -4.525 -2.921 -2.625
H -6.300 -2.736 -2.375
H -3.438 -1.453 -0.024
H -3.396 -2.489 -1.414
C 0.917 -2.938 2.947
O 1.372 -1.827 2.805
N -0.299 -3.255 2.518
N 1.512 -3.986 3.477
H -0.692 -4.151 2.771
H -0.908 -2.455 2.424
H 1.049 -4.869 3.637
H 2.281 -3.854 4.118
C 0.556 -0.355 -0.076
O 0.084 -0.771 -1.158
N 1.721 0.205 -0.082
N -0.130 -0.146 1.070
H 1.799 0.431 0.899
H 2.444 0.084 -0.778
H 0.251 0.310 1.887
H -1.089 -0.464 1.092
C 5.825 2.324 0.782
O 5.337 1.804 1.740
N 5.179 2.623 -0.315
N 7.137 2.573 0.816
H 4.236 2.398 -0.601
H 5.902 2.934 -0.947
H 7.692 2.376 1.637
H 7.414 3.322 0.198
C -1.060 -3.526 -3.602
O -2.217 -3.074 -3.584
N -0.550 -4.525 -4.272
N -0.057 -2.827 -3.088
H 0.397 -4.372 -4.588
H -1.046 -5.243 -4.780
H -0.181 -1.915 -2.672
H 0.894 -3.158 -3.161
C -0.970 -1.020 5.705
O -1.661 -1.992 5.769
N -0.473 -0.512 6.711
N -0.540 -0.417 4.609
H -0.458 -1.011 7.589
H 0.337 0.059 6.517
H -0.523 -0.927 3.737
H -0.054 0.463 4.513

The value obtained for the LUMO energy is -0.010 hartree. The value obtained for the orbital gap is 8.09 eV. The calculation puts the highest occupied orbital energy at -8.4 eV.

=====

Entry b
Here is a 14-piece molecular cluster, C14H56N28O14 overall from the Open Molecules 2025 dataset. Energies are from the ωB97M-V functional and the def2-TZVPD basis.

Positions of all 112 atoms, in Å:
C 2.444 -4.272 -2.237
O 3.311 -5.028 -1.891
N 2.353 -3.780 -3.604
N 1.405 -3.819 -1.408
H 2.806 -4.295 -4.345
H 1.378 -3.588 -3.851
H 1.224 -4.170 -0.457
H 0.646 -3.351 -1.895
C 2.139 1.574 5.345
O 3.223 1.903 5.779
N 1.103 2.596 5.053
N 1.697 0.321 5.364
H 0.363 2.325 4.416
H 1.437 3.491 4.700
H 0.757 0.108 5.011
H 2.195 -0.440 5.814
C -6.133 -0.707 -0.633
O -6.412 -1.536 -1.515
N -5.146 -0.926 0.387
N -6.832 0.541 -0.406
H -4.889 -0.111 0.941
H -4.717 -1.818 0.445
H -7.562 0.886 -0.996
H -6.418 1.074 0.344
C -1.609 3.186 -3.017
O -2.271 3.778 -2.159
N -0.531 3.678 -3.674
N -1.673 1.869 -3.359
H 0.000 3.042 -4.243
H -0.208 4.591 -3.379
H -2.393 1.260 -2.917
H -0.896 1.355 -3.750
C -1.817 -2.335 -3.671
O -0.680 -2.132 -3.319
N -2.826 -1.925 -2.893
N -2.309 -2.789 -4.833
H -2.536 -1.454 -2.052
H -3.831 -2.001 -2.993
H -2.068 -3.454 -5.567
H -3.292 -2.659 -4.883
C 4.182 0.423 -1.221
O 3.207 -0.299 -1.419
N 5.303 0.089 -0.463
N 4.402 1.643 -1.868
H 5.754 0.885 -0.076
H 5.538 -0.750 0.030
H 3.915 1.825 -2.716
H 5.291 2.113 -1.694
C -2.387 0.050 4.327
O -1.261 0.537 4.374
N -2.756 -1.173 3.792
N -3.444 0.735 4.807
H -3.765 -1.335 3.832
H -2.166 -1.788 3.269
H -4.297 0.255 5.081
H -3.223 1.414 5.518
C 2.876 -2.934 2.144
O 1.945 -3.714 2.068
N 3.685 -2.612 3.344
N 3.376 -2.199 1.046
H 3.641 -3.195 4.155
H 4.110 -1.710 3.535
H 2.868 -2.175 0.154
H 3.623 -1.272 1.347
C -0.315 -0.309 -0.067
O -1.539 -0.484 -0.072
N 0.480 -0.287 -1.146
N 0.369 -0.147 1.032
H 1.481 -0.366 -1.123
H 0.102 -0.360 -2.060
H 1.362 0.024 1.007
H -0.017 -0.457 1.914
C 0.029 4.141 0.949
O 0.774 5.086 0.955
N -0.983 3.925 1.826
N 0.186 3.208 -0.127
H -1.167 4.572 2.591
H -1.615 3.113 1.695
H 0.805 3.700 -0.788
H -0.564 2.633 -0.484
C -4.126 2.468 0.502
O -4.912 2.038 1.297
N -2.994 1.881 0.054
N -4.316 3.631 -0.160
H -2.584 0.991 0.320
H -2.706 2.458 -0.722
H -3.879 3.776 -1.040
H -5.251 3.996 -0.088
C 3.453 1.925 2.104
O 3.202 0.810 1.761
N 3.082 2.975 1.289
N 4.256 2.216 3.152
H 2.510 3.716 1.662
H 2.725 2.585 0.407
H 4.062 3.187 3.433
H 4.191 1.625 3.971
C -1.172 -4.409 0.974
O -2.280 -4.615 0.476
N -0.717 -3.056 1.340
N -0.205 -5.342 1.287
H 0.293 -3.029 1.487
H -1.218 -2.308 0.835
H 0.575 -5.004 1.813
H -0.209 -6.281 0.918
C 1.828 0.314 -4.833
O 1.062 1.172 -4.423
N 1.691 -0.962 -4.460
N 3.007 0.607 -5.582
H 0.771 -1.204 -4.084
H 2.455 -1.610 -4.514
H 3.159 0.078 -6.417
H 3.008 1.578 -5.879

The value obtained for the LUMO energy is 0.009 hartree. The value obtained for the orbital gap is 9.60 eV. The calculation puts the highest occupied orbital energy at -9.4 eV.

=====

Order of stability, best first: entry b, entry a

=====

Entry a
Here is one molecule with the formula C2H4ClNO3 from the Open Molecules 2025 dataset. Energies are from the ωB97M-V functional and the def2-TZVPD basis.

Positions of all 11 atoms, in Å:
O 0.778 1.859 0.936
N 1.076 0.950 0.215
O 1.880 0.958 -0.681
C 0.393 -0.347 0.436
Cl 1.700 -1.641 0.415
C -0.732 -0.640 -0.527
O -1.856 0.155 -0.177
H -0.281 -0.258 1.493
H -1.068 -1.613 -0.356
H -0.389 -0.555 -1.598
H -1.501 1.134 -0.155

Its SMILES is O=[N+]([O-])[C@H](Cl)CO. The value obtained for the LUMO energy is -0.017 hartree. The value obtained for the orbital gap is 10.89 eV. The calculation puts the highest occupied orbital energy at -11.4 eV.

=====

Entry b
Here is one molecule with the formula C2H4ClNO3 from the Open Molecules 2025 dataset. Energies are from the ωB97M-V functional and the def2-TZVPD basis.

Positions of all 11 atoms, in Å:
O 3.164 1.534 -0.406
N 1.970 1.288 -0.199
O 1.112 2.420 -0.431
C 1.327 0.184 0.106
Cl 2.358 -1.220 0.269
C -0.149 0.046 -0.034
O -0.556 -1.395 0.124
H 1.732 3.204 -0.639
H -0.225 0.316 -1.126
H -0.698 0.818 0.690
H 0.130 -1.850 0.661

Its SMILES is [O-]/[N+](O)=C(\Cl)CO. The value obtained for the LUMO energy is 0.020 hartree. The value obtained for the orbital gap is 9.68 eV. The calculation puts the highest occupied orbital energy at -9.1 eV.

=====

Order of stability, best first: entry a, entry b

=====

Entry a
Here is a 2-piece molecular cluster, NO4S overall from the Open Molecules 2025 dataset. Energies are from the ωB97M-V functional and the def2-TZVPD basis.

Positions of all 6 atoms, in Å:
N -0.336 -0.734 -1.688
O 0.217 -0.603 1.973
O -0.936 -1.508 -0.964
O -0.164 1.795 2.267
O 0.148 0.316 -1.228
S 0.416 0.719 1.352

The total charge is -1. The value obtained for the LUMO energy (alpha / beta) is 0.113 / 0.113 hartree. The value obtained for the orbital gap (alpha / beta) is 6.54 / 6.54 eV. The calculation puts the highest occupied orbital energy (alpha / beta) at -3.5 / -3.5 eV.

=====

Entry b
Here is NO4S as an isolated structure from the Open Molecules 2025 dataset. Energies are from the ωB97M-V functional and the def2-TZVPD basis.

Positions of all 6 atoms, in Å:
N 1.818 -0.236 0.015
O -0.259 -1.372 0.419
O -0.588 0.946 1.164
O 0.966 0.513 -0.623
O -1.428 0.137 -1.031
S -0.509 0.013 0.057

The total charge is -1. The value obtained for the LUMO energy (alpha / beta) is 0.158 / 0.159 hartree. The value obtained for the orbital gap (alpha / beta) is 8.77 / 8.86 eV. The calculation puts the highest occupied orbital energy (alpha / beta) at -4.5 / -4.5 eV.

=====

Order of stability, best first: entry a, entry b

=====

Entry a
Here is a 2-piece molecular cluster, C4H5N2S overall from the Open Molecules 2025 dataset. Energies are from the ωB97M-V functional and the def2-TZVPD basis.

Positions of all 12 atoms, in Å:
C -3.495 -1.240 0.238
C -2.588 0.791 0.318
C -1.826 -0.335 0.231
C 0.202 -0.126 -0.328
N -2.301 -1.603 0.203
N 0.917 -0.835 0.515
S -4.234 0.297 0.379
H -2.254 1.809 0.327
H 0.186 0.949 -0.212
H 0.052 -0.527 -1.320
H 1.049 -1.831 0.385
H 1.182 -0.472 1.425

The total charge is +1. The value obtained for the LUMO energy (alpha / beta) is -0.254 / -0.201 hartree. The value obtained for the orbital gap (alpha / beta) is 6.58 / 8.59 eV. The calculation puts the highest occupied orbital energy (alpha / beta) at -13.5 / -14.1 eV.

=====

Entry b
Here is C4H5N2S as an isolated structure from the Open Molecules 2025 dataset. Energies are from the ωB97M-V functional and the def2-TZVPD basis.

Positions of all 12 atoms, in Å:
C -1.382 -0.626 -0.329
C 0.965 0.159 -0.175
C -2.700 0.186 -0.007
C 2.372 -0.198 0.131
N 0.445 1.240 -0.200
N -1.370 0.650 -0.147
S 0.013 -1.525 -0.350
H -3.515 0.466 -0.649
H -2.989 0.125 0.965
H 2.884 0.567 -0.285
H 2.468 0.106 1.179
H 2.809 -1.148 -0.133

The total charge is +1. The value obtained for the LUMO energy is -0.255 hartree. The value obtained for the orbital gap is 8.45 eV. The calculation puts the highest occupied orbital energy at -15.4 eV.

=====

Order of stability, best first: entry a, entry b

=====

Entry a
Here is one molecule with the formula C12H20N2 from the Open Molecules 2025 dataset. Energies are from the ωB97M-V functional and the def2-TZVPD basis.

Positions of all 34 atoms, in Å:
C -0.527 -1.704 -2.896
C -0.080 -2.058 -1.683
C 0.442 -2.659 -0.540
C -0.114 -3.005 0.917
N -0.556 -1.880 1.841
C 0.427 -1.162 2.725
C 1.718 -0.781 2.152
C 1.647 0.419 1.048
C 0.821 1.531 1.613
N 0.164 2.560 0.782
C -0.803 1.924 -0.240
C -1.093 2.734 -1.508
C -1.374 2.273 -2.718
C -2.125 2.043 -3.916
H -0.669 -0.616 -3.134
H -0.711 -2.535 -3.691
H 1.476 -2.708 -0.609
H 0.797 -3.381 1.501
H -1.137 -3.627 1.161
H -0.788 -1.015 1.088
H 0.799 -1.925 3.232
H -0.072 -0.447 3.336
H 2.359 -0.517 3.022
H 1.988 -1.721 1.504
H 2.586 0.764 0.838
H 0.994 -0.036 0.197
H -0.154 1.163 2.119
H 1.291 2.376 2.338
H 0.866 3.188 0.160
H -0.689 0.995 -0.662
H -1.991 1.746 0.199
H -0.685 3.951 -1.379
H -1.574 2.312 -4.979
H -3.233 1.800 -3.820

Its SMILES is C=C=CCNCCCCNCC=C=C. The value obtained for the LUMO energy is 0.019 hartree. The value obtained for the orbital gap is 9.30 eV. The calculation puts the highest occupied orbital energy at -8.8 eV.

=====

Entry b
Here is one molecule with the formula C12H20N2 from the Open Molecules 2025 dataset. Energies are from the ωB97M-V functional and the def2-TZVPD basis.

Positions of all 34 atoms, in Å:
C -0.598 -1.717 -0.026
C 0.599 -1.717 0.026
C 2.050 -1.679 0.058
N 2.518 -0.322 0.256
C 3.957 -0.214 0.396
C 4.247 1.282 0.213
C 2.988 1.839 -0.477
C 2.171 0.593 -0.814
C -2.050 -1.679 -0.058
N -2.517 -0.322 -0.256
C -3.956 -0.214 -0.396
C -4.247 1.281 -0.213
C -2.989 1.838 0.478
C -2.171 0.593 0.814
H 2.408 -2.288 0.895
H 2.442 -2.119 -0.884
H 4.264 -0.588 1.375
H 4.483 -0.802 -0.379
H 4.405 1.766 1.175
H 5.140 1.432 -0.391
H 2.428 2.471 0.210
H 3.225 2.421 -1.366
H 1.096 0.770 -0.824
H 2.467 0.192 -1.802
H -2.408 -2.288 -0.895
H -2.442 -2.119 0.884
H -4.264 -0.588 -1.374
H -4.483 -0.802 0.379
H -4.405 1.765 -1.176
H -5.141 1.432 0.391
H -2.430 2.472 -0.209
H -3.226 2.421 1.366
H -1.096 0.771 0.823
H -2.466 0.192 1.802

Its SMILES is C(#CCN1CCCC1)CN1CCCC1. The value obtained for the LUMO energy is 0.039 hartree. The value obtained for the orbital gap is 9.73 eV. The calculation puts the highest occupied orbital energy at -8.7 eV.

=====

Order of stability, best first: entry b, entry a